The following is a DFT calculation (the ωB97M-V functional and the def2-TZVPD basis) of a structure of composition C35H48BN2Os.

Element x y z (Å)
Os: -0.265 0.490 -0.324
C: 2.506 -1.406 0.264
C: 1.388 -0.976 -0.629
C: 1.559 0.134 -1.488
C: 0.614 0.470 -2.520
C: 0.921 1.567 -3.489
C: -0.597 -0.216 -2.528
C: -0.890 -1.245 -1.572
C: -2.208 -1.950 -1.596
C: 0.119 -1.637 -0.657
H: 2.154 -1.842 1.198
H: 3.169 -0.570 0.483
H: 3.086 -2.172 -0.257
H: 2.469 0.717 -1.403
H: 0.022 1.949 -3.967
H: 1.578 1.171 -4.267
H: 1.453 2.389 -3.009
H: -1.368 0.075 -3.232
H: -3.009 -1.289 -1.924
H: -2.455 -2.364 -0.620
H: -2.147 -2.773 -2.313
H: -0.088 -2.442 0.034
C: -4.640 1.626 1.998
C: -3.319 0.999 1.533
C: -3.065 1.397 0.087
C: -3.319 -0.511 1.694
C: -4.412 -1.252 1.265
C: -4.462 -2.620 1.471
C: -3.433 -3.270 2.138
C: -2.319 -2.584 2.610
C: -1.212 -3.326 3.356
C: -1.634 -4.711 3.850
C: 0.058 -3.440 2.514
C: -2.286 -1.204 2.330
N: -1.111 -0.446 2.705
B: -0.168 0.315 1.710
N: 0.889 0.821 2.754
C: 0.601 0.404 3.934
C: -0.668 -0.358 3.905
C: 2.073 1.544 2.397
C: 3.338 1.029 2.738
C: 4.435 1.715 2.219
C: 4.280 2.856 1.451
C: 3.014 3.371 1.192
C: 1.884 2.726 1.662
C: 0.506 3.340 1.484
C: 0.048 3.278 0.033
C: 0.462 4.796 1.965
C: 3.563 -0.169 3.639
C: 4.693 -1.086 3.169
C: 3.850 0.310 5.072
H: -4.559 2.712 2.001
H: -4.891 1.298 3.006
H: -5.467 1.359 1.341
H: -2.531 1.436 2.154
H: -3.689 0.850 -0.618
H: -2.001 1.224 -0.270
H: -3.189 2.469 -0.073
H: -5.249 -0.756 0.792
H: -5.322 -3.185 1.137
H: -3.517 -4.332 2.317
H: -0.966 -2.764 4.263
H: -1.788 -5.403 3.022
H: -2.545 -4.671 4.445
H: -0.844 -5.128 4.474
H: -0.131 -4.040 1.621
H: 0.850 -3.933 3.079
H: 0.433 -2.461 2.197
H: 1.175 0.636 4.822
H: -1.187 -0.738 4.776
H: 5.431 1.360 2.439
H: 5.155 3.373 1.080
H: 2.923 4.304 0.650
H: -0.217 2.790 2.095
H: 0.675 3.907 -0.604
H: -0.988 3.579 -0.103
H: 0.224 2.290 -0.508
H: 1.111 5.435 1.367
H: 0.782 4.871 3.003
H: -0.551 5.190 1.891
H: 2.650 -0.784 3.656
H: 5.666 -0.604 3.264
H: 4.572 -1.402 2.133
H: 4.723 -1.977 3.795
H: 4.801 0.842 5.101
H: 3.922 -0.539 5.750
H: 3.099 1.005 5.458

HOMO-LUMO gap (eV): 5.522
Total charge: +3
LUMO energy (eV): -11.87



The following is a DFT calculation (the ωB97M-V functional and the def2-TZVPD basis) of a cluster of 2 separate species, C35H48N2O8 in total at a distorted geometry.

Element x y z (Å)
C: -4.214 -3.773 -7.225
C: -4.215 -2.631 -6.248
O: -2.941 -2.618 -5.581
C: -2.796 -1.568 -4.753
C: -1.545 -1.500 -4.006
C: -1.046 -0.145 -3.543
C: -1.442 -0.033 -2.099
C: -1.511 1.064 -4.343
C: -0.544 -2.491 -4.340
O: -0.571 -3.338 -5.236
O: 0.543 -2.371 -3.539
C: 1.525 -3.414 -3.713
C: 1.042 -4.749 -3.223
O: -3.684 -0.721 -4.673
H: -5.233 -3.977 -7.558
H: -3.629 -3.536 -8.116
H: -3.826 -4.684 -6.772
H: -4.402 -1.691 -6.790
H: -5.012 -2.750 -5.495
H: 0.046 -0.219 -3.618
H: -0.887 -0.843 -1.614
H: -1.142 0.904 -1.619
H: -2.525 -0.189 -2.009
H: -1.022 1.090 -5.323
H: -2.592 0.991 -4.477
H: -1.247 1.972 -3.789
H: 1.786 -3.496 -4.772
H: 2.393 -3.064 -3.152
H: 1.866 -5.469 -3.266
H: 0.674 -4.681 -2.192
H: 0.231 -5.108 -3.867
C: 4.806 5.118 3.372
O: 3.660 5.981 3.252
C: 2.570 5.500 2.591
C: 2.431 4.214 2.057
C: 1.159 3.670 1.859
C: 1.011 2.207 1.523
C: 0.619 1.354 2.731
C: 1.674 1.364 3.841
O: 2.058 2.324 4.486
N: 2.108 0.076 3.990
C: 3.180 -0.235 4.914
C: 1.495 -0.916 3.109
C: 2.552 -1.507 2.169
C: 0.859 -2.008 3.985
N: 0.527 -0.076 2.380
C: -0.342 -0.501 1.428
C: -0.393 -1.786 0.898
C: -1.231 -2.260 -0.132
C: -1.397 -3.661 -0.425
C: -2.412 -4.097 -1.336
C: -2.612 -5.448 -1.592
C: -1.827 -6.416 -0.946
C: -0.844 -6.020 -0.030
C: -0.636 -4.674 0.233
C: 0.026 4.471 2.005
C: 0.140 5.805 2.410
O: -0.899 6.620 2.744
C: -2.235 6.241 2.331
C: 1.428 6.339 2.659
O: 1.544 7.608 3.150
C: 1.394 7.824 4.596
H: 5.543 5.727 3.891
H: 4.572 4.224 3.963
H: 5.193 4.819 2.390
H: 3.326 3.590 1.934
H: 0.239 2.068 0.750
H: 1.957 1.803 1.125
H: -0.329 1.741 3.164
H: 3.501 0.691 5.402
H: 2.832 -0.937 5.681
H: 4.039 -0.679 4.391
H: 3.113 -0.691 1.692
H: 3.242 -2.128 2.754
H: 2.093 -2.123 1.393
H: 0.323 -1.544 4.825
H: 0.156 -2.622 3.420
H: 1.644 -2.663 4.390
H: -1.045 0.258 1.086
H: 0.247 -2.509 1.394
H: -2.016 -1.594 -0.501
H: -3.037 -3.345 -1.817
H: -3.391 -5.758 -2.288
H: -1.996 -7.481 -1.128
H: -0.242 -6.763 0.500
H: 0.115 -4.382 0.971
H: -0.959 4.025 1.839
H: -2.837 7.127 2.551
H: -2.275 6.008 1.255
H: -2.595 5.385 2.923
H: 1.553 8.899 4.719
H: 0.379 7.536 4.899
H: 2.160 7.246 5.129

HOMO-LUMO gap (eV): 3.139
Energy above the lowest of the compared OMol25 structures with the same formula, charge and spin (kcal/mol): 48.5
LUMO energy (eV): -2.52



The following is a DFT calculation (the ωB97M-V functional and the def2-TZVPD basis) of a structure of composition C35H48O3P4Re at a distorted geometry.

Element x y z (Å)
P: 2.265 -0.421 -1.613
C: 3.156 -0.843 -0.062
H: 4.215 -1.030 -0.288
H: 2.694 -1.744 0.362
H: 3.062 -0.025 0.656
C: 2.793 -1.951 -2.500
H: 2.741 -1.841 -3.583
H: 2.134 -2.773 -2.198
H: 3.826 -2.201 -2.220
C: 3.360 0.870 -2.307
H: 4.379 0.474 -2.381
H: 3.353 1.743 -1.648
H: 3.010 1.176 -3.294
P: -0.819 2.634 -2.123
C: -1.093 3.947 -0.814
H: -1.634 4.778 -1.279
H: -0.133 4.306 -0.427
H: -1.687 3.549 0.013
C: 0.255 3.732 -3.138
H: 0.255 3.469 -4.198
H: 1.286 3.688 -2.764
H: -0.106 4.765 -3.022
C: -2.489 2.744 -2.876
H: -2.644 3.784 -3.196
H: -3.248 2.474 -2.129
H: -2.602 2.080 -3.735
P: -1.685 -1.469 -1.508
C: -2.513 -1.915 0.061
H: -3.057 -2.853 -0.107
H: -3.214 -1.129 0.360
H: -1.764 -2.054 0.847
C: -3.218 -1.369 -2.510
H: -3.899 -2.168 -2.197
H: -3.039 -1.461 -3.580
H: -3.699 -0.405 -2.323
C: -0.890 -3.063 -1.914
H: -1.669 -3.838 -1.963
H: -0.179 -3.320 -1.120
H: -0.355 -3.025 -2.865
Re: -0.179 0.642 -1.228
C: 0.982 1.882 -0.319
O: 1.681 2.667 0.227
C: -1.782 1.031 -0.233
O: -2.820 1.298 0.284
C: -1.456 0.041 -4.799
C: -0.846 -1.206 -4.677
C: 0.548 -1.296 -4.625
C: 1.330 -0.153 -4.779
C: 0.717 1.095 -4.916
C: -0.673 1.183 -4.997
H: -2.542 0.121 -4.794
H: -1.435 -2.127 -4.663
H: 1.013 -2.273 -4.518
H: 2.418 -0.218 -4.841
H: 1.330 1.988 -5.014
H: -1.154 2.130 -5.247
O: 0.449 -0.299 1.037
P: 0.155 -0.507 2.519
C: 1.410 0.308 3.555
C: 2.395 1.167 3.055
C: 3.275 1.773 3.954
C: 3.144 1.544 5.328
C: 2.148 0.687 5.815
C: 1.290 0.051 4.930
C: -1.318 0.435 2.969
C: -2.504 -0.123 3.449
C: -3.568 0.706 3.829
C: -3.431 2.100 3.778
C: -2.249 2.664 3.280
C: -1.214 1.835 2.859
C: 0.325 -2.249 2.943
C: 1.638 -2.747 3.102
C: 1.863 -4.054 3.524
C: 0.784 -4.918 3.742
C: -0.513 -4.470 3.463
C: -0.740 -3.159 3.043
H: 2.478 1.370 1.989
H: 4.056 2.432 3.580
H: 3.819 2.034 6.031
H: 2.033 0.508 6.880
H: 0.537 -0.644 5.294
H: -2.599 -1.207 3.546
H: -4.499 0.260 4.191
H: -4.235 2.751 4.135
H: -2.129 3.750 3.227
H: -0.291 2.278 2.470
H: 2.485 -2.077 2.945
H: 2.887 -4.396 3.707
H: 0.959 -5.934 4.120
H: -1.357 -5.156 3.599
H: -1.762 -2.837 2.830

<S²>: 3.782
HOMO-LUMO gap (alpha / beta) (eV): 7.066 / 4.380
Total charge: +4
2S+1: 4
Energy above the lowest of the compared OMol25 structures with the same formula, charge and spin (kcal/mol): 0.0
LUMO energy (alpha / beta) (eV): -12.28 / -14.91



The following is a DFT calculation (the ωB97M-V functional and the def2-TZVPD basis) of a structure of composition C35H49Cl10F3N2O5PS3 at a distorted geometry.

Element x y z (Å)
C: 0.092 5.000 1.579
C: -0.759 4.792 2.949
C: 0.052 4.026 4.097
C: 0.559 2.537 3.662
C: -0.142 1.370 4.526
C: -0.277 -0.055 3.723
C: -1.847 -0.404 3.692
C: -2.236 -1.739 2.875
C: -3.382 -1.384 1.797
N: -2.986 -1.556 0.354
C: -4.064 -0.829 -0.421
C: -4.123 0.739 -0.591
C: -5.196 1.519 -1.391
C: -6.325 0.730 -2.111
S: -7.551 1.693 -3.100
C: -6.324 -0.841 -1.968
C: -7.522 -1.600 -2.753
O: -7.312 -2.391 -3.742
O: -8.803 -1.284 -2.290
C: -5.233 -1.623 -1.126
C: -5.420 -3.209 -1.060
N: -4.152 -3.988 -0.895
S: -2.726 1.686 0.236
C: -1.263 0.544 -0.075
C: 0.175 1.019 -0.442
C: 1.344 -0.011 -0.725
C: 2.754 0.617 -1.139
C: 3.929 0.420 -0.052
O: 4.404 1.758 0.328
C: 5.199 2.331 -0.710
C: 4.781 3.619 -1.580
O: 6.303 1.781 -0.976
C: 1.023 -1.529 -0.578
C: 2.170 -2.640 -0.843
C: 2.614 -2.707 -2.394
O: 1.517 -2.472 -3.313
C: 3.459 -4.037 -2.755
F: 3.001 -5.211 -2.106
F: 4.798 -3.791 -2.259
F: 3.612 -4.246 -4.155
C: -0.431 -2.027 -0.201
P: -0.825 -3.889 -0.019
S: -1.062 -4.709 -1.770
C: -1.630 -1.027 0.043
H: -0.426 4.407 0.736
H: 1.178 4.686 1.745
H: 0.078 6.101 1.229
H: -1.017 5.866 3.308
H: -1.773 4.298 2.724
H: 0.985 4.672 4.351
H: -0.593 4.022 5.046
H: 1.688 2.524 3.884
H: 0.341 2.448 2.537
H: 0.376 1.226 5.553
H: -1.200 1.773 4.786
H: 0.146 0.037 2.663
H: 0.306 -0.809 4.376
H: -2.176 -0.547 4.790
H: -2.388 0.551 3.329
H: -1.348 -2.319 2.455
H: -2.740 -2.442 3.649
H: -4.256 -2.127 1.976
H: -3.845 -0.340 1.917
H: -5.108 2.659 -1.417
H: -6.847 1.971 -4.290
H: -5.967 -3.621 -1.984
H: -6.125 -3.414 -0.160
H: -4.124 -4.359 0.078
H: -4.241 -4.788 -1.546
H: 0.416 2.155 -0.518
H: 3.008 0.186 -2.184
H: 2.587 1.749 -1.323
H: 3.451 -0.132 0.845
H: 4.764 -0.201 -0.547
H: 5.702 4.321 -1.545
H: 3.913 4.214 -1.134
H: 4.624 3.377 -2.693
H: 1.891 -3.678 -0.449
H: 3.080 -2.284 -0.221
H: 3.354 -1.829 -2.545
H: 1.089 -3.348 -3.454
H: 0.265 -4.584 0.647
H: -2.021 -4.072 0.767
C: -0.969 4.362 -2.792
Cl: -0.789 3.014 -1.657
Cl: -1.260 5.886 -1.944
H: -0.056 4.454 -3.379
H: -1.813 4.159 -3.451
C: 9.739 1.312 -1.692
Cl: 11.241 0.446 -2.041
Cl: 10.065 2.893 -0.971
H: 9.188 1.454 -2.621
H: 9.143 0.723 -0.997
C: -0.147 -8.595 -0.593
Cl: -0.775 -10.015 0.255
Cl: -0.727 -7.099 0.145
H: 0.941 -8.611 -0.551
H: -0.478 -8.628 -1.630
C: -2.271 -0.497 -3.818
Cl: -3.948 -0.817 -4.282
Cl: -2.119 -0.228 -2.071
H: -1.658 -1.353 -4.097
H: -1.923 0.393 -4.344
C: 4.420 4.315 4.569
Cl: 3.691 2.933 5.394
Cl: 3.206 5.264 3.698
H: 4.901 4.953 5.309
H: 5.161 3.952 3.858

HOMO-LUMO gap (eV): 5.975
Total charge: -1
LUMO energy (eV): 1.37



The following is a DFT calculation (the ωB97M-V functional and the def2-TZVPD basis) of a structure of composition C35H49CsN9O2PSb2Se4 at a distorted geometry.

Element x y z (Å)
Cs: 1.619 0.087 1.032
C: 4.797 -1.321 -0.658
C: 4.296 -2.387 -1.577
C: 4.868 -2.596 -2.833
C: 4.352 -3.578 -3.661
C: 3.291 -4.345 -3.207
C: 2.769 -4.077 -1.942
N: 3.249 -3.113 -1.162
Sb: 1.167 -5.361 -1.247
C: 1.173 -5.107 0.887
C: 1.056 -6.291 1.607
C: 1.018 -6.215 2.993
C: 1.101 -4.975 3.591
C: 1.221 -3.829 2.796
C: 1.348 -2.475 3.403
N: 1.255 -3.912 1.459
C: -0.447 -4.024 -1.771
C: -1.043 -4.119 -3.027
C: -2.112 -3.285 -3.314
C: -2.555 -2.405 -2.341
C: -1.906 -2.372 -1.109
C: -2.309 -1.431 -0.019
N: -0.865 -3.169 -0.846
H: 5.699 -0.845 -1.043
H: 4.034 -0.550 -0.552
H: 4.980 -1.699 0.349
H: 5.714 -1.994 -3.141
H: 4.783 -3.759 -4.639
H: 2.882 -5.146 -3.812
H: 0.992 -7.245 1.097
H: 0.923 -7.113 3.591
H: 1.078 -4.865 4.667
H: 1.014 -2.404 4.434
H: 2.391 -2.131 3.375
H: 0.789 -1.774 2.784
H: -0.681 -4.836 -3.754
H: -2.601 -3.329 -4.281
H: -3.391 -1.741 -2.526
H: -3.141 -0.789 -0.303
H: -2.562 -1.978 0.891
H: -1.444 -0.808 0.212
N: 1.702 -0.275 -2.731
N: 2.577 0.628 -3.354
C: 3.181 1.570 -2.535
N: 4.082 2.358 -3.182
N: 2.871 1.556 -1.280
N: 3.458 2.501 -0.413
O: 3.433 2.129 0.723
O: 3.890 3.578 -0.828
H: 2.186 -1.084 -2.355
H: 0.991 -0.562 -3.388
H: 3.241 0.220 -4.003
H: 3.893 2.521 -4.157
H: 4.352 3.167 -2.632
Se: 4.456 3.286 5.366
Sb: 2.965 1.541 4.527
Se: 1.183 2.601 3.103
Se: 4.336 -0.049 3.131
Se: 1.818 0.218 6.263
C: -1.298 -1.052 5.327
C: -2.103 -1.650 4.277
N: -2.749 -2.111 3.444
H: -0.928 -1.820 6.006
H: -1.897 -0.339 5.893
H: -0.409 -0.518 4.967
C: -1.936 4.328 2.180
C: -1.814 4.472 0.655
C: -0.539 5.261 0.347
C: -3.049 5.220 0.154
P: -1.577 2.707 0.016
C: -3.187 1.956 0.503
C: -4.399 2.028 -0.183
C: -5.525 1.364 0.287
C: -5.461 0.626 1.462
C: -4.267 0.558 2.166
C: -3.142 1.212 1.685
C: -1.556 2.714 -1.890
C: -0.081 2.935 -2.256
C: -2.392 3.719 -2.683
C: -1.912 1.288 -2.326
H: -1.926 5.324 2.633
H: -1.101 3.765 2.604
H: -2.873 3.843 2.458
H: -0.569 6.219 0.874
H: -0.439 5.474 -0.721
H: 0.343 4.719 0.697
H: -3.120 6.173 0.689
H: -3.961 4.658 0.363
H: -3.011 5.444 -0.911
H: -4.474 2.603 -1.096
H: -6.455 1.425 -0.267
H: -6.337 0.101 1.822
H: -4.197 -0.036 3.067
H: -2.202 1.140 2.226
H: 0.269 3.925 -1.962
H: 0.049 2.834 -3.341
H: 0.550 2.194 -1.767
H: -2.041 4.738 -2.518
H: -3.455 3.681 -2.449
H: -2.277 3.503 -3.752
H: -1.288 0.560 -1.802
H: -1.726 1.176 -3.401
H: -2.958 1.046 -2.136

HOMO-LUMO gap (eV): 3.233
Total charge: -2
Energy above the lowest of the compared OMol25 structures with the same formula, charge and spin (kcal/mol): 51.8
LUMO energy (eV): 2.71



Please write out number 3 again, unchanged.
The following is a DFT calculation (the ωB97M-V functional and the def2-TZVPD basis) of a structure of composition C35H48O3P4Re at a distorted geometry.

Element x y z (Å)
P: 2.265 -0.421 -1.613
C: 3.156 -0.843 -0.062
H: 4.215 -1.030 -0.288
H: 2.694 -1.744 0.362
H: 3.062 -0.025 0.656
C: 2.793 -1.951 -2.500
H: 2.741 -1.841 -3.583
H: 2.134 -2.773 -2.198
H: 3.826 -2.201 -2.220
C: 3.360 0.870 -2.307
H: 4.379 0.474 -2.381
H: 3.353 1.743 -1.648
H: 3.010 1.176 -3.294
P: -0.819 2.634 -2.123
C: -1.093 3.947 -0.814
H: -1.634 4.778 -1.279
H: -0.133 4.306 -0.427
H: -1.687 3.549 0.013
C: 0.255 3.732 -3.138
H: 0.255 3.469 -4.198
H: 1.286 3.688 -2.764
H: -0.106 4.765 -3.022
C: -2.489 2.744 -2.876
H: -2.644 3.784 -3.196
H: -3.248 2.474 -2.129
H: -2.602 2.080 -3.735
P: -1.685 -1.469 -1.508
C: -2.513 -1.915 0.061
H: -3.057 -2.853 -0.107
H: -3.214 -1.129 0.360
H: -1.764 -2.054 0.847
C: -3.218 -1.369 -2.510
H: -3.899 -2.168 -2.197
H: -3.039 -1.461 -3.580
H: -3.699 -0.405 -2.323
C: -0.890 -3.063 -1.914
H: -1.669 -3.838 -1.963
H: -0.179 -3.320 -1.120
H: -0.355 -3.025 -2.865
Re: -0.179 0.642 -1.228
C: 0.982 1.882 -0.319
O: 1.681 2.667 0.227
C: -1.782 1.031 -0.233
O: -2.820 1.298 0.284
C: -1.456 0.041 -4.799
C: -0.846 -1.206 -4.677
C: 0.548 -1.296 -4.625
C: 1.330 -0.153 -4.779
C: 0.717 1.095 -4.916
C: -0.673 1.183 -4.997
H: -2.542 0.121 -4.794
H: -1.435 -2.127 -4.663
H: 1.013 -2.273 -4.518
H: 2.418 -0.218 -4.841
H: 1.330 1.988 -5.014
H: -1.154 2.130 -5.247
O: 0.449 -0.299 1.037
P: 0.155 -0.507 2.519
C: 1.410 0.308 3.555
C: 2.395 1.167 3.055
C: 3.275 1.773 3.954
C: 3.144 1.544 5.328
C: 2.148 0.687 5.815
C: 1.290 0.051 4.930
C: -1.318 0.435 2.969
C: -2.504 -0.123 3.449
C: -3.568 0.706 3.829
C: -3.431 2.100 3.778
C: -2.249 2.664 3.280
C: -1.214 1.835 2.859
C: 0.325 -2.249 2.943
C: 1.638 -2.747 3.102
C: 1.863 -4.054 3.524
C: 0.784 -4.918 3.742
C: -0.513 -4.470 3.463
C: -0.740 -3.159 3.043
H: 2.478 1.370 1.989
H: 4.056 2.432 3.580
H: 3.819 2.034 6.031
H: 2.033 0.508 6.880
H: 0.537 -0.644 5.294
H: -2.599 -1.207 3.546
H: -4.499 0.260 4.191
H: -4.235 2.751 4.135
H: -2.129 3.750 3.227
H: -0.291 2.278 2.470
H: 2.485 -2.077 2.945
H: 2.887 -4.396 3.707
H: 0.959 -5.934 4.120
H: -1.357 -5.156 3.599
H: -1.762 -2.837 2.830

<S²>: 3.782
HOMO-LUMO gap (alpha / beta) (eV): 7.066 / 4.380
Total charge: +4
2S+1: 4
Energy above the lowest of the compared OMol25 structures with the same formula, charge and spin (kcal/mol): 0.0
LUMO energy (alpha / beta) (eV): -12.28 / -14.91